(1)
# C20H16N3O2PtTe

A molecular structure, C20H16N3O2PtTe (the ωB97M-V functional and the def2-TZVPD basis, OMol25).

Atoms and positions in Å:
Pt -1.56 1.26 -0.49
O -1.77 0.99 3.68
C -1.74 1.26 2.50
N -1.97 0.42 1.44
C -2.25 -0.91 1.43
O -2.34 -1.66 2.37
C -2.50 -1.44 0.01
C -2.90 -2.75 -0.13
C -3.18 -3.25 -1.39
C -3.06 -2.40 -2.49
C -2.63 -1.10 -2.27
N -2.35 -0.63 -1.06
C -1.44 2.69 2.05
C -1.20 3.64 3.03
C -0.97 4.95 2.65
C -1.00 5.28 1.30
C -1.24 4.28 0.38
N -1.44 3.01 0.74
H -3.00 -3.35 0.77
H -3.49 -4.27 -1.52
H -3.28 -2.73 -3.49
H -2.51 -0.41 -3.10
H -1.21 3.32 4.06
H -0.76 5.71 3.40
H -0.85 6.30 0.97
H -1.27 4.49 -0.68
C 1.03 -1.31 -0.10
Te 1.04 0.82 0.20
C 2.64 0.74 -1.25
C 3.23 -0.64 -1.07
C 4.53 -0.92 -1.47
C 5.03 -2.20 -1.32
C 4.24 -3.21 -0.78
C 2.95 -2.93 -0.37
C 2.44 -1.64 -0.52
H 0.31 -1.53 -0.89
H 0.72 -1.82 0.81
H 3.35 1.53 -1.04
H 2.23 0.88 -2.25
H 5.14 -0.13 -1.88
H 6.05 -2.42 -1.63
H 4.64 -4.20 -0.66
H 2.33 -3.70 0.07

Results
Spin multiplicity: 3
Maximum force in eV/A: 1.0
Molar mass in g mol⁻¹: 653.045
Total charge: +1
<S²>: 2.01
E_HOMO (alpha / beta) in eV: -11.07 / -11.92
DFT total energy in hartree: -1473.58844
Frontier orbital gap (alpha / beta) in eV: 7.69 / 6.92

natural (NBO) population analysis, charges in e, atoms 1 to 4:
1 Pt 0.82
2 O -0.51
3 C 0.63
4 N -0.74

=====

(2)
# C20H16N3O7

2 unconnected molecules or ions with the total composition C20H16N3O7 (the ωB97M-V functional and the def2-TZVPD basis, OMol25).

Atoms and positions in Å:
N -5.59 0.26 3.24
C -4.43 0.14 3.16
C -3.01 -0.02 3.04
C -2.44 -1.30 2.95
C -1.08 -1.44 2.77
C -0.23 -0.32 2.68
C 1.19 -0.50 2.42
C 2.15 0.43 2.69
N 3.49 0.09 2.51
O 4.44 0.87 2.78
O 3.69 -1.09 2.08
C -0.80 0.97 2.86
C -2.18 1.11 3.02
H -3.09 -2.18 3.00
H -0.65 -2.44 2.67
H 1.49 -1.53 2.24
H 1.95 1.40 3.13
H -0.15 1.84 2.83
H -2.61 2.10 3.11
C 6.21 0.98 -0.53
C 4.90 1.08 -1.24
O 3.96 0.31 -0.47
C 2.71 0.38 -0.98
C 1.75 -0.43 -0.26
C 0.43 -0.64 -0.73
O -0.40 -1.31 -0.08
C -0.02 -0.10 -2.09
C 0.67 -0.43 -3.27
C 0.21 0.00 -4.51
C -0.96 0.80 -4.57
N -1.30 1.44 -5.80
O -2.30 2.19 -5.82
O -0.58 1.23 -6.80
C -1.70 1.07 -3.41
C -1.24 0.59 -2.18
O 2.50 1.10 -1.97
H 6.95 1.61 -1.02
H 6.12 1.30 0.51
H 6.59 -0.05 -0.54
H 4.56 2.12 -1.31
H 4.97 0.66 -2.26
H 2.16 -1.04 0.53
H 1.58 -1.03 -3.23
H 0.75 -0.22 -5.43
H -2.61 1.65 -3.49
H -1.82 0.78 -1.28

Results
Spin multiplicity: 1
Maximum force in eV/A: 3.5
Molar mass in g mol⁻¹: 410.362
Total charge: -1
E_HOMO in eV: -4.46
DFT total energy in hartree: -1462.53541
Frontier orbital gap in eV: 5.46

natural (NBO) population analysis, charges in e, atoms 1 to 4:
1 N -0.33
2 C 0.29
3 C -0.19
4 C -0.17

=====

Q: What is the total charge in the second record?
A: -1